A cluster of 12 separate species, C38H70Br2O33 in total at a distorted geometry. Source: OMol25; level of theory: ωB97M-V/def2-TZVPD.

Atoms and positions in Å:
C (-4.689171, 5.768006, -2.424835)
C (-4.317601, 4.426146, -3.011955)
C (-4.507681, 4.310106, -4.515045)
O (-3.228641, 3.771206, -4.953045)
C (-2.338801, 3.789056, -3.931795)
O (-1.197611, 3.393596, -4.007425)
O (-2.933361, 4.203656, -2.799475)
H (-3.997141, 6.551536, -2.733515)
H (-4.646521, 5.892276, -1.342785)
H (-5.669131, 6.146186, -2.715975)
H (-4.834381, 3.613946, -2.500715)
H (-4.642491, 5.338426, -4.850435)
H (-5.391851, 3.741066, -4.802305)
C (0.466029, 4.439546, -0.571085)
C (-0.478931, 5.187346, 0.386095)
C (-1.944901, 4.626076, 0.466595)
O (-2.259861, 4.956456, 1.821895)
C (-1.232801, 5.264326, 2.481425)
O (-1.208631, 5.700996, 3.579725)
O (-0.098871, 5.151286, 1.735795)
H (0.180649, 4.380316, -1.621395)
H (0.728759, 3.469416, -0.149295)
H (1.439639, 4.922196, -0.485985)
H (-0.491551, 6.200486, -0.015775)
H (-2.021391, 3.563016, 0.238255)
H (-2.499561, 5.179756, -0.290955)
C (-2.016961, 2.242376, 4.479375)
C (-2.613591, 0.879986, 4.680715)
C (-1.724071, -0.126864, 5.522775)
O (-2.694591, -0.708384, 6.349295)
C (-3.875191, -0.105714, 6.211805)
O (-4.859591, -0.425474, 6.803925)
O (-3.803441, 0.887466, 5.328555)
H (-1.142271, 2.265296, 3.829395)
H (-1.608301, 2.654246, 5.402115)
H (-2.724971, 2.897756, 3.972115)
H (-2.728611, 0.477156, 3.674435)
H (-0.966041, 0.458986, 6.042665)
H (-1.173841, -0.788424, 4.853675)
C (5.134399, -1.910204, 1.167145)
O (4.377369, -1.932304, -0.020575)
C (3.517279, -2.993054, -0.252265)
O (3.397899, -3.969584, 0.519275)
O (2.921829, -2.773384, -1.451725)
C (2.070709, -3.786424, -2.034615)
H (6.166399, -2.260244, 1.190355)
H (4.493569, -2.313114, 1.951425)
H (5.199759, -0.849364, 1.408875)
H (2.587539, -4.603324, -2.538265)
H (1.540429, -3.390374, -2.900665)
H (1.367689, -4.305564, -1.383185)
C (-2.831581, -4.185474, -6.822365)
O (-3.074611, -4.767414, -5.600985)
C (-2.341821, -4.359194, -4.543585)
O (-1.498831, -3.491574, -4.576265)
O (-2.926241, -4.980364, -3.397895)
C (-2.572951, -4.438514, -2.088045)
H (-3.642151, -4.639054, -7.392745)
H (-1.848411, -4.518054, -7.155325)
H (-2.793491, -3.097304, -6.872685)
H (-2.617141, -3.351894, -2.161605)
H (-1.539801, -4.750814, -1.935805)
H (-3.309631, -4.782654, -1.362115)
C (1.837379, -5.864804, 3.233015)
O (2.568069, -4.729484, 3.717965)
C (1.934219, -3.630074, 3.950985)
O (0.734549, -3.354244, 3.726455)
O (2.839959, -2.799814, 4.530675)
C (2.416979, -1.558784, 5.122275)
H (2.168419, -6.239344, 2.264395)
H (0.767329, -5.774654, 3.046025)
H (2.014649, -6.763234, 3.824205)
H (2.622349, -1.557394, 6.192745)
H (1.389359, -1.229554, 4.968315)
H (3.173619, -0.840224, 4.807215)
C (2.784219, 4.709446, -4.224305)
O (3.353109, 3.447256, -3.889325)
C (4.015499, 3.283786, -2.738245)
O (4.356439, 4.186676, -1.987405)
O (4.244789, 2.041296, -2.673345)
C (5.132179, 1.563426, -1.702435)
H (2.296999, 5.120226, -3.340015)
H (1.947539, 4.498696, -4.890375)
H (3.223389, 5.381326, -4.961735)
H (5.097229, 0.474126, -1.685155)
H (4.660169, 1.842846, -0.760505)
H (6.151529, 1.907226, -1.878015)
C (-4.434231, -2.383754, 3.363955)
O (-3.238291, -3.167914, 3.354865)
C (-3.012751, -3.847314, 2.158875)
O (-3.630901, -3.720824, 1.063985)
O (-1.909001, -4.633304, 2.301445)
C (-1.117531, -4.955054, 1.135635)
H (-5.311011, -2.856584, 2.921485)
H (-4.174011, -1.459904, 2.847335)
H (-4.585081, -2.102484, 4.406175)
H (-0.409511, -5.579924, 1.680005)
H (-0.830161, -4.005674, 0.683765)
H (-1.818911, -5.571444, 0.573285)
C (3.320979, -3.840644, -6.001595)
O (3.262389, -2.518624, -5.403745)
C (2.158199, -1.725334, -5.577695)
O (1.145799, -2.048924, -6.193165)
O (2.354849, -0.570284, -4.955865)
C (1.352309, 0.385126, -5.188405)
H (4.303439, -4.269554, -6.198845)
H (2.684339, -3.905534, -6.883975)
H (3.057589, -4.454544, -5.140285)
H (1.304099, 0.564646, -6.262445)
H (1.749649, 1.340966, -4.846955)
H (0.392369, 0.073526, -4.776675)
C (4.432309, 2.173806, 3.226585)
O (4.824289, 0.813866, 3.547075)
C (5.947799, 0.624006, 4.126375)
O (6.780459, 1.471896, 4.505625)
O (6.144279, -0.752364, 4.242015)
C (7.146689, -1.239964, 5.070705)
H (5.218649, 2.637216, 2.630745)
H (4.360099, 2.731126, 4.160555)
H (3.495419, 2.304156, 2.684985)
H (8.067329, -0.716834, 4.812085)
H (7.260919, -2.311514, 4.906945)
H (6.946219, -1.170234, 6.139845)
C (-3.756281, 1.143896, -1.836025)
O (-4.724031, 1.792806, -0.992685)
C (-4.567261, 1.748276, 0.296065)
O (-3.566561, 1.452556, 0.963045)
O (-5.590471, 2.237866, 0.841125)
C (-5.664041, 2.645816, 2.222235)
H (-3.532021, 1.804366, -2.673635)
H (-3.982071, 0.098736, -2.047605)
H (-2.767561, 1.078996, -1.381805)
H (-6.733261, 2.823576, 2.337425)
H (-5.095381, 3.563496, 2.372515)
H (-5.371261, 1.858046, 2.916345)
Br (0.974759, 0.082706, 2.233165)
C (0.987299, -0.894934, 0.534355)
C (-0.362421, -0.608104, -0.141475)
Br (-0.348081, -1.296934, -1.991585)
H (1.092669, -1.975054, 0.636065)
H (1.811489, -0.525234, -0.075665)
H (-0.635631, 0.432536, -0.316215)
H (-1.169871, -1.035464, 0.453075)

Atomic forces in eV per Å
0.006 1.189 0.196
-0.951 -0.183 1.066
0.705 0.967 0.464
-0.710 0.179 -0.078
1.011 -1.100 -0.270
-1.574 0.868 0.071
0.861 0.062 -0.041
0.244 -0.133 -0.552
-0.092 -0.824 0.152
-0.175 -0.417 -0.176
-0.126 0.095 0.116
0.258 -0.101 -0.740
0.544 -0.419 -0.163
0.879 -0.092 1.617
-0.801 -1.291 -2.035
1.812 0.755 -1.060
-4.167 -1.341 -2.466
3.470 1.540 1.351
-0.176 -0.116 1.355
0.735 -0.001 -0.076
-0.357 0.042 0.230
-0.558 -0.468 -0.241
0.043 0.429 -0.381
-0.240 0.432 0.549
-0.019 -0.097 0.526
-0.646 0.005 0.587
0.476 0.618 0.187
3.456 -0.790 -1.798
-0.102 2.050 -1.640
0.762 -1.007 0.490
-0.852 -0.407 0.738
0.119 0.124 -0.133
-2.134 0.646 0.733
0.010 -0.669 -0.278
-0.569 0.327 0.226
-0.117 0.181 0.406
-0.368 -0.314 -0.130
-0.172 -0.157 0.715
-0.477 -0.623 0.257
-0.978 1.178 1.683
-1.222 -1.458 -1.913
1.012 -1.632 1.517
-0.130 2.873 -2.526
0.045 -0.597 0.897
-0.081 -0.882 -0.784
-0.321 -0.723 -0.684
0.574 -0.438 0.236
0.087 0.096 -0.034
1.040 0.028 0.526
-0.108 0.833 0.569
0.078 0.661 0.526
0.743 -0.238 -1.636
0.145 -0.485 3.272
-1.727 0.476 1.576
-0.561 -1.278 0.441
0.884 0.931 -1.968
0.384 0.296 -1.650
0.324 0.522 -0.671
-0.034 -0.059 -0.477
-0.441 0.030 0.445
0.102 -0.006 0.236
-0.125 0.076 0.695
0.305 -0.241 -0.200
-0.265 -1.360 -0.995
0.016 -2.226 -0.750
-3.031 2.793 0.505
3.182 -0.810 0.474
-1.017 -0.177 -0.098
1.037 0.455 0.422
0.770 0.893 -0.292
0.155 0.825 0.948
0.030 0.551 0.823
-0.341 -0.759 0.228
0.193 -0.430 -0.491
-0.463 0.256 -0.648
-2.153 -0.365 -0.342
-0.171 0.621 -1.040
0.054 4.007 -0.289
-0.438 -1.183 -0.464
0.418 -3.095 -0.605
-0.366 -0.568 1.351
0.661 0.636 -0.101
-0.525 -0.873 0.309
1.681 0.137 1.044
-0.001 0.044 -0.575
0.887 0.338 0.443
-0.174 0.218 0.294
0.493 1.008 0.192
0.033 -2.187 -2.372
-0.009 0.573 -2.017
1.696 -0.136 3.922
-1.767 1.838 1.293
-2.015 -0.527 1.516
0.266 -0.137 0.058
-0.441 0.086 -0.325
-0.221 -0.363 -0.011
0.650 0.351 -1.230
0.512 -0.487 -0.304
0.673 0.093 -0.885
-0.923 -0.050 1.260
0.312 0.986 -0.529
-0.757 -1.787 -1.006
1.791 0.518 0.890
0.893 -1.114 0.165
-0.059 1.179 -0.913
0.522 1.356 -0.316
-0.124 -0.155 0.361
-0.940 -0.574 -0.493
-0.557 -0.366 -0.159
-0.263 -0.241 0.798
0.124 0.278 -0.002
1.013 0.901 0.544
-2.502 0.324 -1.431
4.514 0.119 2.080
-2.362 -2.133 -0.953
-2.077 1.617 -0.759
1.440 -0.102 0.450
0.062 -0.080 0.050
0.020 -0.015 -0.024
-0.001 -1.131 0.116
0.215 -0.170 0.371
-0.124 0.113 -0.499
-0.251 0.562 0.004
1.460 0.101 0.465
0.312 -0.888 -2.125
4.159 -0.272 2.592
-0.635 -0.332 -1.632
-3.717 1.424 1.024
-0.344 -0.349 -0.244
-0.791 -0.464 -0.288
-0.657 0.343 -0.375
-0.119 0.179 0.686
0.200 0.187 0.203
0.083 -0.154 -0.004
0.264 0.028 -0.215
0.167 -0.390 -0.308
-0.812 0.580 -1.019
0.122 0.156 -0.078
-0.212 -0.126 0.534
0.075 0.143 0.636
-0.018 0.096 0.252
0.542 0.046 0.430
-0.054 -0.309 -0.379

The LUMO energy comes out at 0.21 eV. The HOMO energy is -0.37894 hartree. For the orbital gap, the calculation gives 0.3867 hartree. The value obtained for the strongest force on any atom is 5.02 eV Å⁻¹. Its structure (SMILES) is C[C@H]1COC(=O)O1.C[C@H]1COC(=O)O1.C[C@H]1COC(=O)O1.COC(=O)OC.COC(=O)OC.COC(=O)OC.COC(=O)OC.COC(=O)OC.COC(=O)OC.COC(=O)OC.COC(=O)OC.BrCCBr.